(1)
Formula: C3H9N2
Source: OMol25
Level of theory: wB97M-V/def2-TZVPD

Output
* frontier orbital gap: 9.6216 eV
* energy above the lowest of the compared OMol25 structures with the same formula, charge and spin: 70.5 kcal per mole
* total charge: +1

Structure (XYZ):
```
14
Properties=species:S:1:pos:R:3:lowdin_charge:R:1
N -1.924 0.097 0.281 0.10
H 1.681 2.007 -0.453 0.13
H 2.322 1.184 -1.868 0.15
C 0.097 -1.102 0.905 -0.05
H -2.441 0.924 0.096 0.10
N 1.673 1.215 -1.071 0.12
H -2.313 -0.752 -0.347 0.20
H 0.979 -0.985 1.504 0.10
H -0.517 -1.858 1.334 0.10
H 0.386 -1.532 -0.053 0.09
C 0.567 0.557 -1.132 0.04
C -0.609 0.129 0.599 -0.26
H -0.200 0.961 0.967 0.08
H 0.519 -0.200 -1.962 0.11
```

(2)
Formula: C3H9N2
Source: OMol25
Level of theory: wB97M-V/def2-TZVPD

Output
* frontier orbital gap: 12.7229 eV
* energy above the lowest of the compared OMol25 structures with the same formula, charge and spin: 89.6 kcal per mole
* SMILES: C[N+]1(C)CN1
* total charge: +1

Structure (XYZ):
```
14
Properties=species:S:1:pos:R:3:lowdin_charge:R:1
H -1.377 0.912 1.199 0.14
H -0.240 1.981 0.213 0.10
H -1.545 -1.206 0.312 0.08
H 0.853 0.805 -1.891 0.17
H 1.763 -0.964 0.465 0.18
N 0.901 0.010 -1.213 0.13
H 0.060 -1.550 1.132 0.14
H -1.712 1.225 -0.625 0.13
N -0.027 -0.039 -0.097 -0.33
C -0.923 1.132 0.181 0.06
H -0.462 -2.136 -0.514 0.12
H 1.836 1.055 0.576 0.18
C 1.405 0.116 0.074 -0.10
C -0.531 -1.341 0.189 0.01
```

(3)
Formula: C3H9N2
Source: OMol25
Level of theory: wB97M-V/def2-TZVPD

Output
* frontier orbital gap (spin up / spin down): 11.1402 / 10.0984 eV
* energy above the lowest of the compared OMol25 structures with the same formula, charge and spin: 15.0 kcal per mole
* 2S+1: 2
* total charge: +2

Structure (XYZ):
```
14
Properties=species:S:1:pos:R:3:lowdin_charge:R:1
N 0.785 -1.864 -0.157 0.25
C -1.353 1.267 0.344 0.04
H 1.648 -2.037 0.399 0.21
H 0.986 -1.708 -1.152 0.19
H -2.201 0.618 0.557 0.12
H -1.703 1.887 -0.482 0.13
H 0.246 -2.735 -0.063 0.20
H 0.628 2.038 -1.105 0.19
H 1.749 0.826 -0.927 0.17
N 0.860 1.187 -0.583 0.29
H -1.120 1.908 1.195 0.14
H -0.478 -1.146 1.427 0.17
C 0.059 -0.771 0.565 0.14
C -0.107 0.531 -0.020 -0.25
```

(4)
Formula: C3H9N2O
Source: OMol25
Level of theory: wB97M-V/def2-TZVPD

Output
* frontier orbital gap: 10.2765 eV
* energy above the lowest of the compared OMol25 structures with the same formula, charge and spin: 110.2 kcal per mole
* total charge: +1

Structure (XYZ):
```
15
Properties=species:S:1:pos:R:3:lowdin_charge:R:1
H -1.370 -0.869 1.263 0.10
H 2.849 -0.190 -0.344 0.14
H 2.634 1.036 0.863 0.14
H -2.864 1.038 -0.462 0.11
H 1.337 -0.424 2.183 0.10
H 1.503 -1.702 0.872 0.11
H 0.847 0.728 -0.833 0.08
C 1.544 -0.659 1.150 -0.02
N 2.349 0.152 0.469 0.05
O -0.033 0.765 -1.245 0.06
H -2.134 0.687 -2.041 0.11
C -0.624 -0.402 0.642 0.13
C -2.276 0.315 -1.026 0.03
H -2.800 -0.639 -1.054 0.11
N -0.963 0.163 -0.435 -0.25
```

(5)
Formula: C3H9N2O
Source: OMol25
Level of theory: wB97M-V/def2-TZVPD

Output
* frontier orbital gap: 9.9327 eV
* energy above the lowest of the compared OMol25 structures with the same formula, charge and spin: 52.0 kcal per mole
* SMILES: C/C=[NH+]/[C@H](N)O
* total charge: +1

Structure (XYZ):
```
15
Properties=species:S:1:pos:R:3:lowdin_charge:R:1
O 1.619 -1.283 -0.214 -0.02
C -2.472 -0.053 -0.088 -0.01
H 2.621 -1.424 -0.091 0.16
H 1.279 -0.386 1.501 0.21
C -1.150 -0.390 0.315 -0.06
H 2.795 1.397 0.288 0.07
H -2.572 -0.636 -1.007 0.13
C 1.271 -0.048 0.349 -0.46
H -1.017 -1.299 0.831 0.16
H -3.200 -0.413 0.619 0.10
H 1.973 1.149 -1.189 0.16
H -2.801 0.988 -0.363 0.13
N -0.127 0.271 -0.061 0.14
N 1.951 1.115 -0.095 0.09
H -0.171 1.012 -0.797 0.20
```

(6)
Formula: C3H9N2O
Source: OMol25
Level of theory: wB97M-V/def2-TZVPD

Output
* frontier orbital gap: 10.6426 eV
* energy above the lowest of the compared OMol25 structures with the same formula, charge and spin: 38.1 kcal per mole
* SMILES: CNC(=O)C[NH3+]
* total charge: +1

Structure (XYZ):
```
15
Properties=species:S:1:pos:R:3:lowdin_charge:R:1
O -0.059 0.070 1.362 0.07
C -0.022 -0.109 0.136 -0.47
H 1.549 0.891 -1.068 0.13
H -1.548 -2.337 0.761 0.10
C 0.523 1.044 -0.777 -0.06
H -0.878 -3.045 -0.794 0.08
H -0.229 -1.275 -1.716 0.19
H 1.462 2.634 0.123 0.18
H -0.127 3.073 -0.222 0.18
C -0.692 -2.382 0.060 -0.07
H -0.226 1.241 -1.716 0.19
N 0.486 2.292 0.037 0.16
H 0.271 -2.931 0.582 0.15
N -0.332 -1.159 -0.663 0.00
H 0.269 1.942 1.019 0.16
```

(7)
Formula: C3H9N2O
Source: OMol25
Level of theory: wB97M-V/def2-TZVPD

Output
* frontier orbital gap: 9.2576 eV
* energy above the lowest of the compared OMol25 structures with the same formula, charge and spin: 50.8 kcal per mole
* total charge: +1

Structure (XYZ):
```
15
Properties=species:S:1:pos:R:3:lowdin_charge:R:1
C -1.160 0.364 -0.879 -0.10
N -0.749 -0.770 1.361 0.29
H -0.186 -1.429 1.889 0.17
H 0.134 0.291 -2.567 0.13
C -0.516 -0.510 0.123 -0.19
H 1.751 2.206 1.025 0.05
H -2.242 0.255 -0.996 0.14
C 0.381 -1.040 -0.921 -0.10
H 1.427 -0.740 -0.796 0.15
H 0.358 -2.124 -1.067 0.14
N -0.383 -0.300 -1.929 0.00
H -0.945 1.427 -0.723 0.15
H -1.464 -0.260 1.870 0.17
O 1.503 1.370 1.427 -0.05
H 2.091 1.262 2.183 0.05
```

(8)
Formula: C3H9N2O2
Source: OMol25
Level of theory: wB97M-V/def2-TZVPD

Output
* frontier orbital gap: 6.8774 eV
* energy above the lowest of the compared OMol25 structures with the same formula, charge and spin: 226.3 kcal per mole
* total charge: +1

Structure (XYZ):
```
16
Properties=species:S:1:pos:R:3:lowdin_charge:R:1
H 0.881 0.572 -3.350 0.16
H 0.440 -0.214 3.459 -0.01
C 0.823 -0.430 -2.878 0.04
H 0.646 -1.811 3.310 0.08
O -0.482 -1.035 -3.104 -0.01
N 0.723 -0.873 2.810 0.00
H -1.357 2.039 1.300 0.08
N -0.965 -1.009 -1.807 0.20
O 0.037 0.760 0.623 -0.10
C 0.150 -0.512 -1.535 0.15
H 1.684 -1.121 -3.189 0.18
H -2.027 0.763 0.501 0.06
H -1.133 1.973 -0.560 0.15
C -1.196 1.371 0.496 -0.15
H 1.750 -0.540 2.569 0.11
H 0.026 0.068 1.356 0.06
```

> Which of these has the highest total charge?

number 3

> Look up the total charge of the fourth one.

+1